(1)
{"formula": "CH5ClN2", "method": "wB97M-V/def2-TZVPD", "elements": ["C", "N", "N", "Cl", "H", "H", "H", "H", "H"], "coordinates": [[0.21, -1.00, 0.24], [0.34, 1.24, -0.08], [0.12, 0.12, -0.59], [-2.33, -0.10, -1.32], [1.38, -1.19, 0.18], [0.21, -0.58, 1.29], [-0.28, -1.91, -0.16], [0.21, 2.05, -0.60], [0.14, 1.38, 1.04]], "lowdin_charge": [-0.160, 0.062, -0.216, -0.313, 0.138, 0.089, 0.091, 0.103, 0.206]}

(2)
{"formula": "CH5ClN2", "method": "wB97M-V/def2-TZVPD", "elements": ["C", "N", "N", "Cl", "H", "H", "H", "H", "H"], "coordinates": [[-0.59, 0.13, 0.49], [0.44, 1.21, -0.04], [0.00, -1.11, 0.31], [-1.95, 0.49, -0.51], [-0.69, 0.45, 1.58], [0.61, 1.93, 0.62], [1.29, 0.64, -0.20], [-0.48, -1.84, 0.70], [0.28, -1.24, -0.74]], "lowdin_charge": [-0.906, -0.051, -0.019, 0.596, 0.123, 0.021, 0.058, 0.038, 0.140], "smiles": "NC(N)Cl"}

Name the least stable of them. (1).

(1)
{"formula": "C7H13N2", "method": "wB97M-V/def2-TZVPD", "elements": ["C", "C", "C", "C", "C", "C", "C", "N", "N", "H", "H", "H", "H", "H", "H", "H", "H", "H", "H", "H", "H", "H"], "coordinates": [[1.15, -0.85, 0.04], [2.33, -0.47, 0.83], [0.20, -1.72, 0.29], [-1.99, 1.40, -0.09], [3.22, 0.43, 0.30], [-0.66, -2.68, 0.31], [-2.50, 0.48, -0.99], [3.00, 1.18, -0.83], [-2.26, 1.33, 1.21], [0.96, -0.38, -0.90], [2.52, -1.13, 1.70], [4.22, 0.29, 0.74], [-0.31, -3.44, -0.40], [-1.35, -3.11, 0.94], [-1.65, 2.35, -0.41], [-3.11, -0.20, -0.29], [-1.63, -0.04, -1.47], [-2.95, 0.89, -1.87], [3.73, 1.65, -1.35], [2.00, 1.26, -1.12], [-2.82, 0.55, 1.58], [-2.09, 2.19, 1.79]], "lowdin_charge": [-0.161, -0.122, -0.136, -0.109, -0.210, 0.000, -0.021, 0.053, 0.222, 0.076, 0.109, 0.121, 0.080, 0.034, 0.144, 0.141, 0.130, 0.114, 0.097, 0.098, 0.164, 0.175], "total_charge": 1}

(2)
{"formula": "C7H13N2", "method": "wB97M-V/def2-TZVPD", "elements": ["C", "C", "C", "C", "C", "C", "C", "N", "N", "H", "H", "H", "H", "H", "H", "H", "H", "H", "H", "H", "H", "H"], "coordinates": [[-0.41, -1.79, 0.76], [1.03, -1.68, 0.15], [-1.50, 0.49, 0.44], [-0.33, 1.18, 1.13], [0.86, 1.57, -1.22], [-0.92, -0.76, -0.18], [0.57, -0.35, -0.55], [0.94, 0.23, -1.73], [0.71, 1.01, 0.16], [-1.08, -2.79, 0.67], [-0.36, -1.53, 1.75], [1.89, -1.68, 0.83], [1.19, -2.54, -0.64], [-2.45, 0.45, 1.15], [-1.80, 1.11, -0.44], [-0.59, 2.23, 1.39], [0.04, 0.66, 2.00], [1.78, 2.02, -1.36], [-0.03, 2.29, -1.57], [-1.56, -1.16, -0.89], [0.40, -0.18, -2.55], [1.61, 1.22, 0.68]], "lowdin_charge": [-0.133, -0.028, -0.117, -0.116, -0.065, -0.237, -0.365, 0.071, 0.009, 0.177, 0.073, 0.114, 0.166, 0.180, 0.124, 0.158, 0.135, 0.109, 0.193, 0.137, 0.187, 0.226], "total_charge": 1, "smiles": "C1C[N@@H+]2CN[C@@]23CC[C@@H]13"}

(3)
{"formula": "C7H13N2", "method": "wB97M-V/def2-TZVPD", "elements": ["C", "C", "C", "C", "C", "C", "C", "N", "N", "H", "H", "H", "H", "H", "H", "H", "H", "H", "H", "H", "H", "H"], "coordinates": [[-2.47, 0.69, 0.72], [-2.75, 1.24, -0.43], [-1.16, -1.06, -0.73], [-1.12, -2.12, 0.39], [0.90, 1.93, 0.07], [2.11, -0.15, -0.58], [0.87, 0.44, 0.02], [-1.64, 0.25, -0.43], [-0.22, 0.06, -0.87], [-2.44, 0.78, 1.84], [-3.25, 2.00, -1.08], [-1.19, -1.47, -1.64], [-2.04, -2.86, 0.26], [-1.26, -1.58, 1.34], [-0.05, -2.55, 0.33], [1.41, 2.52, 0.86], [1.40, 2.39, -0.81], [-0.14, 2.39, 0.13], [2.28, -1.26, -0.52], [3.04, 0.25, -0.13], [2.29, 0.09, -1.70], [0.79, 0.01, 1.13]], "lowdin_charge": [0.115, 0.155, -0.240, -0.001, -0.070, -0.079, -0.454, -0.053, 0.101, 0.164, 0.160, 0.114, 0.137, 0.063, 0.121, 0.096, 0.097, 0.088, 0.092, 0.094, 0.123, 0.178], "total_charge": 1, "smiles": "CC(C)N1[C@@H](C)[N+]12C=C2"}

Name the least stable of them. (3).

(1)
{"formula": "C10H12", "method": "wB97M-V/def2-TZVPD", "elements": ["C", "C", "C", "C", "C", "C", "C", "C", "C", "C", "H", "H", "H", "H", "H", "H", "H", "H", "H", "H", "H", "H"], "coordinates": [[-1.39, 1.71, 0.49], [-1.50, 1.56, -0.81], [-1.97, -0.74, 0.98], [-2.28, -0.88, -0.30], [-0.93, 0.32, 0.84], [-1.18, 0.02, -0.83], [0.17, -0.27, -0.23], [0.63, -1.71, -0.27], [2.41, 0.50, 0.60], [1.41, 0.55, -0.59], [-1.58, 2.52, 1.29], [-1.72, 2.34, -1.50], [-2.31, -1.19, 1.83], [-2.94, -1.50, -0.94], [-0.16, -2.54, -0.01], [1.50, -1.79, 0.37], [0.81, -2.00, -1.24], [1.77, 0.45, 1.43], [2.89, 1.40, 0.55], [3.25, -0.33, 0.51], [2.03, 0.12, -1.32], [1.06, 1.47, -0.87]], "lowdin_charge": [-0.057, -0.025, -0.045, -0.027, -0.124, -0.142, -0.332, -0.032, -0.080, -0.179, 0.130, 0.084, 0.069, 0.109, 0.124, 0.074, 0.056, 0.055, 0.032, 0.126, 0.100, 0.083], "smiles": "CC[C@]1(C)[C@@]23C=C[C@]21C=C3"}

(2)
{"formula": "C10H12", "method": "wB97M-V/def2-TZVPD", "elements": ["C", "C", "C", "C", "C", "C", "C", "C", "C", "C", "H", "H", "H", "H", "H", "H", "H", "H", "H", "H", "H", "H"], "coordinates": [[0.06, 1.66, 1.80], [0.01, 2.46, 0.50], [0.77, 1.64, -0.60], [0.41, 0.16, -0.58], [0.50, -0.53, -1.77], [0.21, -1.88, -1.86], [-0.47, -2.51, -0.78], [-0.78, -1.78, 0.30], [-0.21, -0.45, 0.50], [-0.54, 0.28, 1.88], [1.09, 1.61, 2.21], [-0.23, 2.32, 2.67], [-1.05, 2.55, 0.29], [0.25, 3.48, 0.74], [0.52, 2.02, -1.60], [1.89, 1.81, -0.45], [0.90, 0.09, -2.65], [0.42, -2.46, -2.79], [-0.38, -3.69, -0.90], [-1.29, -2.20, 1.16], [-1.61, 0.37, 2.08], [-0.17, -0.19, 2.78]], "lowdin_charge": [-0.258, -0.182, -0.134, -0.212, -0.080, -0.102, -0.125, -0.064, -0.097, -0.133, 0.111, 0.118, 0.105, 0.102, 0.102, 0.139, 0.137, 0.113, 0.146, 0.101, 0.108, 0.105], "smiles": "c1ccc2c(c1)CCCC2"}

Name the least stable of them. (1).

(1)
{"formula": "C15H18N4O3", "method": "wB97M-V/def2-TZVPD", "elements": ["C", "C", "C", "C", "O", "N", "C", "N", "N", "C", "H", "H", "C", "N", "C", "O", "C", "C", "C", "C", "O", "H", "H", "H", "C", "H", "C", "H", "H", "H", "H", "H", "H", "C", "H", "H", "H", "H", "H", "H"], "coordinates": [[0.83, 4.50, -1.07], [0.41, 3.21, -1.68], [-0.43, 3.16, -2.76], [-0.80, 1.88, -3.31], [-1.52, 1.66, -4.26], [-0.23, 0.79, -2.63], [0.59, 0.93, -1.56], [0.92, 2.10, -1.08], [1.11, -0.18, -0.99], [0.72, -1.53, -1.37], [-0.37, -1.60, -1.41], [1.14, -1.79, -2.36], [1.23, -2.52, -0.32], [0.88, -2.04, 1.00], [-0.18, -2.63, 1.62], [-0.77, -3.58, 1.13], [-0.56, -2.11, 2.96], [0.16, -1.63, 4.03], [-0.77, -1.44, 5.07], [-1.98, -1.82, 4.56], [-1.86, -2.23, 3.30], [-2.96, -1.83, 4.99], [-0.57, -1.08, 6.05], [1.21, -1.46, 4.08], [1.46, -0.77, 1.37], [2.28, -0.91, 2.09], [2.02, -0.06, 0.13], [2.14, 1.00, 0.33], [2.99, -0.48, -0.14], [0.69, -0.15, 1.84], [2.31, -2.64, -0.39], [0.75, -3.48, -0.47], [-0.47, -0.12, -3.01], [-0.99, 4.39, -3.42], [-0.19, 5.02, -3.79], [-1.58, 4.97, -2.72], [-1.62, 4.08, -4.25], [-0.04, 5.06, -0.73], [1.49, 4.31, -0.23], [1.35, 5.12, -1.80]], "lowdin_charge": [-0.024, -0.280, -0.165, -0.425, 0.053, 0.216, -0.321, 0.139, -0.045, -0.113, 0.134, 0.131, -0.116, -0.037, -0.382, 0.084, -0.187, -0.015, -0.048, -0.102, 0.078, 0.126, 0.102, 0.107, -0.119, 0.121, -0.124, 0.113, 0.126, 0.131, 0.129, 0.128, 0.144, -0.040, 0.082, 0.082, 0.075, 0.085, 0.074, 0.085], "smiles": "Cc1nc(N2CCN(C(=O)c3ccco3)CC2)[nH]c(=O)c1C"}

(2)
{"formula": "C15H18N4O3", "method": "wB97M-V/def2-TZVPD", "elements": ["O", "N", "O", "C", "C", "C", "C", "N", "C", "H", "C", "N", "C", "H", "C", "H", "H", "H", "C", "H", "C", "O", "H", "H", "H", "H", "H", "H", "H", "C", "N", "C", "C", "C", "C", "H", "H", "H", "H", "H"], "coordinates": [[-4.77, 2.05, 3.00], [-4.83, 1.70, 1.83], [-5.82, 1.87, 1.13], [-3.70, 1.09, 1.22], [-3.70, 1.03, -0.17], [-2.65, 0.49, -0.88], [-1.53, -0.05, -0.24], [-0.53, -0.60, -0.98], [0.47, -1.53, -0.50], [0.19, -1.91, 0.48], [1.84, -0.86, -0.44], [2.19, -0.39, -1.77], [1.20, 0.55, -2.24], [1.47, 0.88, -3.24], [-0.18, -0.13, -2.30], [-0.90, 0.59, -2.68], [-0.12, -0.99, -2.98], [1.13, 1.43, -1.58], [3.54, 0.14, -1.84], [3.71, 0.94, -1.09], [4.61, -0.94, -1.66], [4.85, -1.31, -0.33], [5.14, -0.53, 0.16], [5.54, -0.60, -2.13], [4.27, -1.86, -2.16], [3.67, 0.58, -2.83], [2.58, -1.58, -0.11], [1.80, -0.03, 0.29], [0.51, -2.35, -1.22], [-1.50, 0.00, 1.20], [-0.40, -0.44, 1.83], [-0.32, -0.41, 3.13], [-1.37, 0.04, 3.95], [-2.50, 0.53, 3.34], [-2.59, 0.56, 1.93], [-3.32, 0.90, 3.94], [-1.28, 0.01, 5.02], [0.61, -0.77, 3.56], [-2.73, 0.45, -1.95], [-4.56, 1.42, -0.70]], "lowdin_charge": [0.054, -0.355, 0.056, -0.121, 0.012, -0.006, -0.128, -0.068, -0.136, 0.108, -0.160, -0.177, -0.171, 0.122, -0.128, 0.109, 0.132, 0.134, -0.189, 0.129, -0.251, -0.080, 0.091, 0.114, 0.124, 0.120, 0.115, 0.125, 0.131, -0.128, 0.091, -0.125, -0.037, 0.009, -0.059, 0.102, 0.105, 0.110, 0.105, 0.123], "smiles": "O=[N+]([O-])c1ccc(N2CCN(CCO)CC2)c2ncccc12"}

Name the least stable of them. (2).